# 1
170
Properties=species:S:1:pos:R:3 method="wB97M-V/def2-TZVPD" e_lumo_ev=-15.9928 homo_ev=-17.853 total_charge=+8 largest_force_ev_per_a=2.218
C -4.784 -2.705 2.905
O -4.386 -3.691 1.880
O -4.448 -1.498 2.573
C -6.288 -2.912 3.186
F -7.087 -2.159 2.397
F -6.670 -4.208 2.998
F -6.554 -2.643 4.461
C -3.101 -4.170 1.884
C -2.911 -5.196 0.751
H -3.441 -6.084 1.128
H -3.410 -4.912 -0.177
H -1.874 -5.487 0.578
H -2.778 -4.616 2.830
H -2.385 -3.369 1.622
H -4.271 -3.104 3.813
C 1.387 0.049 1.092
O 2.306 -1.018 0.635
O 1.716 1.253 0.652
C -0.089 -0.327 0.746
F -0.272 -0.713 -0.539
F -0.529 -1.342 1.507
F -0.908 0.702 1.005
C 2.121 -2.288 1.318
C 3.244 -3.270 0.916
H 3.950 -3.367 1.735
H 2.903 -4.161 0.403
H 3.803 -2.682 0.175
H 1.129 -2.678 1.095
H 2.150 -2.097 2.397
H 1.458 -0.055 2.197
C 4.040 -6.704 -0.402
N 2.696 -7.143 -0.844
C 2.338 -7.199 -2.143
C 1.086 -7.678 -2.476
C 0.256 -8.211 -1.484
C 0.723 -8.247 -0.169
C 1.903 -7.634 0.135
C -1.149 -8.649 -1.743
C -1.529 -9.286 -2.917
C -2.866 -9.554 -3.111
N -3.778 -9.140 -2.211
C -3.435 -8.444 -1.111
C -2.112 -8.140 -0.872
C -5.202 -9.506 -2.400
H 4.618 -7.625 -0.272
H 3.979 -6.132 0.514
H 4.623 -6.233 -1.191
H 3.109 -6.995 -2.872
H 0.769 -7.726 -3.509
H 0.162 -8.796 0.577
H 2.326 -7.521 1.123
H -0.806 -9.641 -3.639
H -3.278 -9.979 -4.017
H -4.275 -7.975 -0.615
H -1.749 -7.642 0.013
H -5.685 -9.589 -1.431
H -5.290 -10.470 -2.893
H -5.700 -8.740 -2.992
C -13.553 -0.436 -1.301
N -12.100 -0.471 -1.008
C -11.289 0.394 -1.639
C -9.929 0.352 -1.426
C -9.364 -0.659 -0.649
C -10.244 -1.486 0.041
C -11.595 -1.458 -0.255
C -7.895 -0.816 -0.472
C -7.353 -2.076 -0.326
C -5.984 -2.262 -0.227
N -5.169 -1.205 -0.259
C -5.649 0.038 -0.468
C -6.996 0.250 -0.585
C -3.701 -1.388 -0.166
H -13.707 0.171 -2.189
H -14.032 0.145 -0.509
H -14.029 -1.406 -1.380
H -11.726 1.140 -2.285
H -9.301 1.069 -1.934
H -9.951 -2.209 0.792
H -12.298 -2.067 0.298
H -7.943 -2.977 -0.227
H -5.505 -3.218 -0.079
H -4.920 0.833 -0.456
H -7.350 1.271 -0.637
H -3.282 -0.776 0.628
H -3.261 -1.094 -1.121
H -3.518 -2.435 0.042
C 6.525 9.654 -1.503
N 5.795 8.372 -1.654
C 6.338 7.229 -1.205
C 5.685 6.027 -1.383
C 4.430 5.953 -1.988
C 3.895 7.189 -2.352
C 4.576 8.377 -2.234
C 3.671 4.678 -2.155
C 2.658 4.593 -3.110
C 2.036 3.390 -3.354
N 2.423 2.274 -2.713
C 3.424 2.307 -1.828
C 3.968 3.516 -1.434
C 1.827 0.973 -3.061
H 7.578 9.490 -1.292
H 6.080 10.213 -0.681
H 6.452 10.230 -2.423
H 7.326 7.291 -0.770
H 6.135 5.142 -0.953
H 2.938 7.185 -2.858
H 4.316 9.303 -2.729
H 2.253 5.408 -3.694
H 1.209 3.281 -4.041
H 3.703 1.361 -1.386
H 4.731 3.522 -0.670
H 2.437 0.399 -3.753
H 0.885 1.141 -3.585
H 1.562 0.473 -2.127
C 0.387 13.483 0.034
N 0.467 11.991 -0.043
C 0.189 11.294 1.075
C 0.150 9.917 1.071
C 0.490 9.223 -0.083
C 0.801 9.958 -1.221
C 0.764 11.339 -1.177
C 0.397 7.723 -0.161
C -0.718 7.167 -0.782
C -0.828 5.789 -0.769
N 0.051 5.004 -0.144
C 1.234 5.488 0.255
C 1.442 6.862 0.208
C -0.212 3.544 0.010
H 0.804 13.892 -0.886
H 1.051 13.812 0.828
H -0.663 13.757 0.071
H -0.016 11.898 1.951
H -0.196 9.438 1.978
H 1.115 9.515 -2.156
H 1.025 11.998 -1.996
H -1.516 7.751 -1.217
H -1.709 5.353 -1.223
H 1.948 4.882 0.793
H 2.394 7.268 0.523
H 0.234 3.192 0.935
H 0.146 3.015 -0.870
H -1.289 3.385 0.014
C 5.052 2.487 4.611
N 5.278 1.148 4.058
C 4.867 0.854 2.800
C 5.244 -0.308 2.178
C 5.872 -1.296 2.941
C 6.064 -1.061 4.294
C 5.786 0.181 4.831
C 6.381 -2.580 2.401
C 6.319 -3.734 3.182
C 6.720 -4.955 2.715
N 7.159 -5.067 1.445
C 7.205 -3.992 0.645
C 6.860 -2.744 1.103
C 7.504 -6.414 0.897
H 4.108 2.900 4.263
H 5.842 3.175 4.308
H 5.025 2.462 5.697
H 4.480 1.707 2.260
H 5.000 -0.459 1.137
H 6.530 -1.729 5.007
H 6.013 0.439 5.857
H 5.934 -3.680 4.192
H 6.734 -5.855 3.314
H 7.552 -4.185 -0.361
H 7.013 -1.904 0.438
H 7.013 -6.487 -0.072
H 6.959 -7.113 1.527
H 8.575 -6.572 0.834



# 2
24
Properties=species:S:1:pos:R:3 method="wB97M-V/def2-TZVPD" e_lumo_ev=-1.0818 homo_ev=-8.063 largest_force_ev_per_a=1.165 relative_energy_kcal_mol=7.2
Sc -0.397 0.115 0.176
Cl 2.562 -0.263 0.505
C 1.886 -0.210 2.112
C 0.491 -0.247 2.150
C -0.073 -0.123 3.422
Cl -1.800 -0.008 3.436
C 0.682 -0.039 4.589
Cl -0.064 0.074 6.128
C 2.075 -0.024 4.486
Cl 3.038 0.094 5.893
C 2.694 -0.086 3.234
Cl 4.400 0.018 3.097
S -2.747 0.100 -0.557
C -2.949 1.838 -0.234
C -4.270 2.257 -0.067
C -4.589 3.593 0.051
C -3.580 4.546 0.047
C -2.264 4.146 -0.050
C -1.922 2.801 -0.205
S -0.194 2.464 -0.409
H -5.036 1.496 -0.052
H -5.622 3.893 0.139
H -3.826 5.594 0.117
H -1.461 4.868 -0.023



# 3
86
Properties=species:S:1:pos:R:3 method="wB97M-V/def2-TZVPD" e_lumo_ev="-7.5068 / -7.5081" homo_ev="-13.074 / -13.073" total_charge=+2 largest_force_ev_per_a=1.803 relative_energy_kcal_mol=0.0
Mn 0.740 -1.126 0.731
C -4.011 1.704 0.081
N -2.698 2.328 0.049
C -1.546 1.757 0.434
Se -1.535 0.048 1.184
N -0.555 2.640 0.253
C -1.074 3.831 -0.254
C -0.495 5.055 -0.564
C -1.340 6.045 -1.025
C -2.716 5.832 -1.170
C -3.296 4.621 -0.849
C -2.443 3.626 -0.386
H -3.932 0.677 -0.266
H -4.668 2.259 -0.581
H -4.415 1.719 1.092
H 0.412 2.468 0.486
H 0.561 5.231 -0.441
H -0.930 7.015 -1.273
H -3.339 6.639 -1.529
H -4.361 4.467 -0.948
O 3.481 -0.912 2.190
C 2.557 -0.256 2.792
O 1.372 -0.214 2.425
H 2.868 0.299 3.679
Cl -0.426 -3.149 0.314
Si 2.868 -2.021 0.948
Cl 4.539 -2.538 -0.046
Cl 2.448 -3.648 2.236
Te -0.928 -2.833 2.632
C -2.992 -2.941 2.394
C -3.557 -3.939 1.607
C -4.935 -4.047 1.585
C -5.717 -3.193 2.358
C -5.134 -2.216 3.151
C -3.753 -2.075 3.170
C -0.654 -4.809 3.269
C -0.987 -5.009 4.601
C -0.894 -6.297 5.107
C -0.484 -7.339 4.286
C -0.155 -7.109 2.957
C -0.234 -5.827 2.429
H -2.949 -4.622 1.028
H -5.403 -4.807 0.974
H -6.794 -3.296 2.342
H -5.748 -1.561 3.753
H -3.295 -1.296 3.768
H -1.315 -4.202 5.248
H -1.139 -6.482 6.143
H -0.417 -8.341 4.688
H 0.169 -7.926 2.327
H 0.042 -5.639 1.401
C 1.127 -0.148 -0.413
Ge 1.905 1.061 -1.847
C 0.345 1.819 -2.716
C -0.935 1.340 -2.440
C -2.041 1.873 -3.087
C -1.876 2.888 -4.020
C -0.606 3.365 -4.310
C 0.500 2.831 -3.664
C 2.967 2.335 -0.836
C 3.911 1.878 0.084
C 4.709 2.769 0.783
C 4.573 4.135 0.567
C 3.649 4.604 -0.356
C 2.851 3.706 -1.054
C 3.020 -0.189 -2.813
C 4.331 0.154 -3.133
C 5.137 -0.740 -3.827
C 4.633 -1.976 -4.205
C 3.326 -2.324 -3.890
C 2.524 -1.435 -3.193
H -1.079 0.546 -1.714
H -3.031 1.490 -2.873
H -2.737 3.302 -4.527
H -0.476 4.147 -5.046
H 1.485 3.208 -3.915
H 4.051 0.815 0.237
H 5.452 2.403 1.479
H 5.201 4.832 1.105
H 3.562 5.666 -0.541
H 2.146 4.077 -1.789
H 4.734 1.118 -2.845
H 6.154 -0.468 -4.075
H 5.260 -2.670 -4.748
H 2.932 -3.284 -4.196
H 1.502 -1.716 -2.958



# 4
21
Properties=species:S:1:pos:R:3 method="wB97M-V/def2-TZVPD" e_lumo_ev="-3.3890 / -3.3892" homo_ev="-11.500 / -11.501" total_charge=+1 largest_force_ev_per_a=5.593 relative_energy_kcal_mol=173.1
C -2.966 -1.148 -0.617
C -2.707 1.024 0.277
C -0.676 -0.032 -0.143
C 1.396 0.738 -1.183
C 1.204 -1.496 -0.313
C 1.331 0.336 1.228
N -3.205 -0.155 0.025
N -1.314 0.995 0.343
N 0.819 -0.039 -0.089
H -2.939 -2.133 -0.410
H -3.388 1.707 0.720
H 1.272 0.239 -2.169
H 1.079 1.760 -1.253
H 2.441 0.696 -0.890
H 1.282 -1.975 0.754
H 0.490 -1.996 -0.809
H 2.229 -1.628 -0.748
H 2.330 0.289 0.976
H 1.127 1.393 1.590
H 1.043 -0.501 2.001
H -0.849 1.927 0.709